# 1
C31H33N5O4 | wB97M-V/def2-TZVPD

Geometry as XYZ:
```
73
C31H33N5O4 wB97M-V/def2-TZVPD
C -10.459 -0.820 -0.081
O -9.043 -0.756 -0.108
C -8.511 0.467 0.070
O -9.186 1.455 0.236
C -7.034 0.457 0.045
C -6.311 -0.720 -0.159
C -4.929 -0.721 -0.164
C -4.250 0.473 0.040
C -4.994 1.658 0.257
C -6.369 1.668 0.257
N -4.117 2.700 0.483
C -2.819 2.266 0.454
O -1.837 2.970 0.672
C -2.857 0.836 0.141
C -1.711 0.075 0.072
N -0.525 0.656 0.331
C 0.732 0.064 0.400
C 1.136 -0.963 -0.450
C 2.366 -1.564 -0.278
C 3.234 -1.137 0.721
N 4.441 -1.835 0.964
C 4.505 -2.576 2.207
C 5.476 -1.909 0.092
O 6.441 -2.623 0.284
C 5.363 -1.000 -1.125
N 4.980 0.338 -0.722
C 4.553 1.163 -1.835
C 4.075 2.512 -1.312
N 5.158 3.177 -0.614
C 4.796 4.514 -0.198
C 5.577 2.356 0.505
C 6.053 1.002 -0.004
C 2.851 -0.079 1.539
C 1.623 0.522 1.374
C -1.764 -1.374 -0.211
C -2.172 -1.835 -1.459
C -2.202 -3.194 -1.720
C -1.840 -4.099 -0.736
C -1.446 -3.644 0.511
C -1.402 -2.288 0.774
H -10.720 -1.861 -0.257
H -10.884 -0.181 -0.858
H -10.837 -0.489 0.889
H -6.850 -1.641 -0.310
H -4.394 -1.645 -0.312
H -6.943 2.566 0.424
H -4.389 3.648 0.684
H -0.609 1.640 0.617
H 0.486 -1.298 -1.243
H 2.651 -2.385 -0.919
H 3.680 -3.290 2.266
H 4.452 -1.903 3.064
H 5.453 -3.112 2.222
H 4.602 -1.395 -1.801
H 6.333 -1.027 -1.649
H 3.728 0.658 -2.344
H 5.372 1.326 -2.555
H 3.764 3.138 -2.152
H 3.203 2.350 -0.651
H 4.536 5.101 -1.078
H 3.945 4.529 0.500
H 5.655 4.978 0.287
H 6.400 2.859 1.019
H 4.751 2.206 1.222
H 6.355 0.374 0.837
H 6.932 1.154 -0.656
H 3.523 0.268 2.309
H 1.326 1.342 2.012
H -2.456 -1.124 -2.220
H -2.513 -3.546 -2.692
H -1.866 -5.158 -0.941
H -1.172 -4.348 1.283
H -1.094 -1.929 1.746
```

The net charge is 0. The HOMO energy is -7.6 eV. The orbital gap is 7.48 eV. Its SMILES is COC(=O)c1ccc2c(c1)NC(=O)/C2=C(\Nc1ccc(N(C)C(=O)CN2CCN(C)CC2)cc1)c1ccccc1. As for the lowest unoccupied orbital energy: -0.1 eV. The largest force on an atom comes out at 0.834 eV/A. The calculation puts the energy at -48324.800 eV. The multiplicity is 1.



# 2
C31H34AgN3O2P2 | wB97M-V/def2-TZVPD

Geometry as XYZ:
```
73
C31H34AgN3O2P2 wB97M-V/def2-TZVPD
Ag -0.288 0.599 1.823
N 1.132 0.636 3.876
N 2.442 0.743 3.352
C 2.622 1.627 2.233
O 3.757 2.077 2.100
O 1.607 1.826 1.505
H 0.904 1.420 4.483
H 1.064 -0.219 4.411
H 3.151 0.944 4.046
C -2.258 -1.162 -1.479
C -1.898 0.321 -1.633
P -0.096 0.614 -1.328
C 0.607 -0.232 -2.801
C 1.523 -1.258 -2.587
C 2.072 -1.953 -3.659
C 1.709 -1.626 -4.955
C 0.800 -0.598 -5.181
C 0.257 0.094 -4.111
C 0.159 2.358 -1.828
C 1.404 2.897 -1.505
C 1.747 4.172 -1.931
C 0.838 4.933 -2.658
C -0.416 4.413 -2.955
C -0.752 3.127 -2.547
C -2.528 -1.654 -0.050
P -1.179 -1.522 1.199
C 0.162 -2.575 0.558
C -0.043 -3.608 -0.354
C 1.024 -4.372 -0.803
C 2.307 -4.111 -0.342
C 2.522 -3.079 0.562
C 1.457 -2.308 1.002
C -1.915 -2.498 2.557
C -1.839 -3.887 2.632
C -2.449 -4.566 3.677
C -3.147 -3.866 4.651
C -3.227 -2.482 4.584
C -2.606 -1.802 3.547
H -1.481 -1.777 -1.943
H -3.170 -1.359 -2.048
H -2.457 0.931 -0.916
H -2.182 0.648 -2.636
H 1.808 -1.516 -1.574
H 2.784 -2.748 -3.475
H 2.135 -2.166 -5.791
H 0.522 -0.333 -6.193
H -0.433 0.909 -4.300
H 2.092 2.326 -0.891
H 2.719 4.575 -1.677
H 1.102 5.931 -2.984
H -1.130 5.005 -3.513
H -1.731 2.735 -2.790
H -2.853 -2.698 -0.083
H -3.359 -1.094 0.391
H -1.038 -3.820 -0.727
H 0.855 -5.166 -1.520
H 3.141 -4.706 -0.694
H 3.522 -2.859 0.912
H 1.640 -1.478 1.677
H -1.289 -4.442 1.883
H -2.376 -5.645 3.731
H -3.621 -4.398 5.465
H -3.764 -1.931 5.345
H -2.650 -0.719 3.504
C 0.985 5.087 1.455
C -0.401 4.916 0.825
C -1.032 3.665 1.239
N -1.526 2.680 1.564
H 1.463 5.972 1.036
H 1.604 4.210 1.270
H 0.901 5.220 2.534
H -0.337 4.890 -0.264
H -1.069 5.736 1.095
```

The net charge is 0. The HOMO energy is -7.8 eV. The orbital gap is 8.41 eV. As for the lowest unoccupied orbital energy: 0.7 eV. The largest force on an atom comes out at 0.202 eV/A. The calculation puts the energy at -63842.012 eV. The multiplicity is 1.



# 3
C31H34BF4LiO11 | wB97M-V/def2-TZVPD

Geometry as XYZ:
```
82
C31H34BF4LiO11 wB97M-V/def2-TZVPD
Li -1.786 3.659 -0.381
B -1.010 1.039 -0.729
F -1.700 1.642 0.296
F 0.318 1.099 -0.440
F -1.389 -0.207 -1.070
F -1.296 1.948 -1.844
C -4.705 3.889 -1.327
O -3.802 3.399 -0.345
H -5.153 4.824 -1.020
H -5.672 3.208 -1.259
H -4.391 3.945 -2.374
H -3.910 2.611 -0.096
C 2.469 0.284 -6.000
C 2.973 1.500 -6.407
C 3.023 2.645 -5.599
C 2.412 2.616 -4.259
C 1.752 1.441 -3.932
C 1.834 0.223 -4.713
O 1.069 -0.887 -4.407
O 3.567 3.779 -6.009
H 2.367 -0.533 -6.737
H 3.152 1.640 -7.533
H 2.374 3.551 -3.550
H 1.332 1.467 -3.010
H 1.203 -1.307 -3.537
H 4.377 3.650 -6.501
C 0.631 -1.717 4.923
C -0.071 -0.854 4.059
C 0.510 -0.396 2.835
C 1.875 -0.780 2.658
C 2.613 -1.528 3.611
C 2.052 -2.034 4.745
O 2.823 -2.705 5.609
O -0.196 0.403 2.214
H 0.102 -2.240 5.880
H -1.096 -0.672 4.420
H 2.348 -0.346 1.725
H 3.725 -1.787 3.377
H 3.721 -2.441 5.463
H 0.098 0.725 1.353
C -3.423 -1.195 1.278
C -4.073 -2.205 0.474
C -5.250 -2.830 0.851
C -5.952 -2.279 2.034
C -5.395 -1.286 2.802
C -4.060 -0.793 2.495
O -3.517 0.077 3.347
O -5.711 -3.875 0.146
H -2.418 -0.892 1.035
H -3.577 -2.489 -0.464
H -6.942 -2.686 2.314
H -5.855 -1.181 3.828
H -2.706 0.595 3.143
H -5.372 -3.410 -0.731
C 0.159 -5.784 -2.442
C 0.452 -4.494 -2.508
C 0.077 -3.585 -1.588
C -0.770 -3.863 -0.487
C -1.242 -5.214 -0.470
C -0.688 -6.179 -1.302
O -1.122 -7.477 -1.231
O 0.532 -2.306 -1.733
H 0.422 -6.634 -3.261
H 0.931 -4.059 -3.350
H -0.940 -3.086 0.367
H -1.821 -5.679 0.353
H -1.432 -7.707 -0.355
H 0.235 -1.684 -1.148
C 2.194 3.711 1.644
C 3.156 2.892 1.114
C 4.517 3.132 1.287
C 4.927 4.194 2.205
C 3.972 5.064 2.723
C 2.606 4.852 2.423
O 1.734 5.747 2.911
O 5.535 2.342 0.707
H 1.150 3.755 1.637
H 2.662 2.091 0.524
H 5.958 4.427 2.391
H 4.291 5.745 3.578
H 2.062 6.652 3.200
H 6.141 2.836 0.177
```

The net charge is 0. The HOMO energy is -7.5 eV. The orbital gap is 6.43 eV. As for the lowest unoccupied orbital energy: -1.1 eV. The largest force on an atom comes out at 11.711 eV/A. The calculation puts the energy at -66972.817 eV. The multiplicity is 1.